5 unconnected molecules or ions with the total composition C34H94ClN12O5P5 in a non-equilibrium geometry, computed with ωB97M-V/def2-TZVPD.

Calculated values
lowest unoccupied orbital energy = 0.56 eV
SMILES string = CN(C)P(=O)(N(C)C)N(C)C.CN(C)P(=O)(N(C)C)N(C)C.CN(C)P(=O)(N(C)C)N(C)C.CN(C)P(=O)(N(C)C)N(C)C.CCOCCCCCPCCCCl
Kohn-Sham gap = 8.592 eV
maximum force = 3.3 eV Å⁻¹
energy = -123871.8190 eV

Each line ends with the Mulliken charge.
Cartesian coordinates (Å):
C 0.312 -4.339 5.055  -0.83
N 0.711 -2.943 4.972  0.28
C 2.100 -2.768 5.389  -0.95
P -0.316 -1.641 5.280  0.30
O 0.427 -0.405 4.977  -0.67
N -1.630 -1.679 4.212  0.50
C -2.057 -2.873 3.505  -1.39
C -1.754 -0.509 3.345  -1.20
N -1.135 -2.138 6.664  0.00
C -2.385 -1.411 6.959  -0.97
C -0.270 -2.078 7.860  -0.99
H 0.174 -4.689 6.086  0.25
H 1.096 -4.947 4.599  0.37
H -0.595 -4.541 4.504  0.22
H 2.259 -2.982 6.453  0.31
H 2.424 -1.748 5.193  0.13
H 2.740 -3.443 4.816  0.39
H -1.297 -3.221 2.795  0.46
H -2.966 -2.655 2.941  0.42
H -2.326 -3.678 4.189  0.36
H -1.060 -0.556 2.501  0.28
H -1.559 0.412 3.886  0.25
H -2.772 -0.441 2.951  0.49
H -2.243 -0.328 7.027  0.32
H -2.767 -1.769 7.916  0.42
H -3.131 -1.619 6.199  0.28
H 0.086 -1.064 8.072  0.33
H 0.594 -2.729 7.736  0.23
H -0.826 -2.436 8.726  0.41
C 5.569 1.910 -2.625  -0.91
N 4.181 2.311 -2.454  0.75
C 3.328 1.148 -2.227  -1.13
P 3.452 3.608 -3.238  0.32
O 2.087 3.756 -2.707  -0.85
N 4.260 5.051 -2.841  0.37
C 5.622 5.088 -2.345  -1.28
C 3.435 6.062 -2.182  -1.01
N 4.025 3.461 -4.812  0.07
C 3.899 4.665 -5.656  -1.01
C 3.385 2.331 -5.519  -1.01
H 5.764 1.426 -3.591  0.26
H 5.815 1.193 -1.839  0.33
H 6.256 2.736 -2.516  0.22
H 3.253 0.485 -3.097  0.28
H 2.321 1.462 -1.958  0.39
H 3.719 0.563 -1.392  0.10
H 5.734 4.614 -1.361  0.31
H 5.940 6.129 -2.254  0.42
H 6.310 4.624 -3.050  0.40
H 3.296 5.865 -1.111  0.23
H 2.452 6.120 -2.639  0.35
H 3.920 7.034 -2.294  0.37
H 2.872 5.041 -5.711  0.34
H 4.227 4.408 -6.664  0.41
H 4.542 5.456 -5.284  0.27
H 2.300 2.449 -5.606  0.36
H 3.590 1.395 -5.000  0.22
H 3.805 2.247 -6.520  0.41
C 0.957 -5.937 -1.337  -0.76
N -0.425 -5.648 -0.991  0.23
C -1.159 -6.877 -0.701  -1.07
P -1.335 -4.394 -1.657  0.43
O -2.638 -4.371 -0.972  -0.91
N -0.597 -2.903 -1.339  0.63
C 0.807 -2.767 -1.000  -0.94
C -1.415 -1.957 -0.582  -1.00
N -0.945 -4.483 -3.294  0.10
C -1.260 -3.276 -4.084  -1.42
C -1.584 -5.644 -3.946  -0.96
H 1.069 -6.384 -2.334  0.25
H 1.352 -6.647 -0.608  0.40
H 1.587 -5.061 -1.287  0.15
H -1.279 -7.522 -1.581  0.32
H -2.146 -6.639 -0.312  0.27
H -0.625 -7.451 0.060  0.39
H 1.065 -3.230 -0.039  0.32
H 1.051 -1.704 -0.935  0.08
H 1.443 -3.177 -1.784  0.30
H -1.411 -2.173 0.493  0.30
H -2.443 -1.963 -0.932  0.04
H -1.043 -0.940 -0.727  0.49
H -2.309 -2.973 -4.001  0.53
H -1.042 -3.491 -5.131  0.46
H -0.635 -2.445 -3.771  0.26
H -2.677 -5.604 -3.900  0.31
H -1.253 -6.570 -3.478  0.24
H -1.283 -5.682 -4.992  0.39
C -6.516 1.796 -4.368  -0.80
N -5.382 1.261 -3.631  0.19
C -4.119 1.708 -4.218  -1.03
P -5.347 -0.255 -2.901  0.23
O -4.081 -0.381 -2.161  -0.60
N -6.573 -0.351 -1.727  0.34
C -7.743 0.506 -1.724  -1.18
C -6.104 -0.608 -0.366  -1.05
N -6.060 -1.250 -4.054  0.08
C -6.544 -2.554 -3.559  -0.93
C -5.154 -1.494 -5.195  -0.55
H -6.659 1.321 -5.347  0.24
H -6.341 2.861 -4.537  0.39
H -7.441 1.720 -3.816  0.19
H -3.947 1.300 -5.222  0.29
H -3.287 1.417 -3.581  0.25
H -4.118 2.797 -4.296  0.40
H -7.502 1.562 -1.552  0.33
H -8.417 0.181 -0.928  0.39
H -8.305 0.407 -2.652  0.33
H -5.726 0.295 0.129  0.34
H -5.312 -1.351 -0.359  0.26
H -6.939 -0.999 0.220  0.36
H -5.765 -3.134 -3.053  0.28
H -6.903 -3.128 -4.414  0.42
H -7.375 -2.414 -2.875  0.28
H -4.229 -1.998 -4.897  -0.07
H -4.896 -0.554 -5.682  0.25
H -5.662 -2.114 -5.933  0.45
C -1.190 3.623 3.367  -1.11
C -1.123 2.887 2.035  -0.48
O -0.182 1.828 2.080  0.07
C 1.069 2.081 1.473  -0.44
C 1.754 0.727 1.277  1.25
C 3.282 0.845 1.557  -0.39
C 3.609 0.387 2.999  0.17
C 4.519 1.362 3.782  -1.01
P 3.623 2.678 4.736  -0.14
C 4.305 4.289 4.139  -0.89
C 4.447 4.497 2.616  0.79
C 5.834 4.890 2.114  -0.44
Cl 6.663 6.116 3.120  -0.22
H -2.008 4.352 3.345  0.41
H -1.378 2.929 4.188  0.22
H -0.265 4.175 3.549  0.26
H -2.097 2.456 1.779  0.34
H -0.857 3.606 1.249  0.43
H 1.683 2.695 2.145  -0.16
H 0.952 2.584 0.504  0.44
H 1.367 0.015 2.009  -0.39
H 1.552 0.325 0.281  -0.69
H 3.785 0.170 0.859  0.20
H 3.602 1.864 1.328  -0.11
H 4.155 -0.560 2.934  0.41
H 2.691 0.218 3.571  -0.31
H 5.047 0.783 4.545  0.54
H 5.287 1.780 3.120  0.35
H 2.343 2.696 4.138  -0.02
H 3.582 5.022 4.513  0.38
H 5.234 4.491 4.674  0.50
H 3.710 5.227 2.271  0.48
H 4.207 3.558 2.108  -0.76
H 5.747 5.335 1.121  0.07
H 6.481 4.017 2.021  0.35

---

10 unconnected molecules or ions with the total composition C34H94N6O15 in a non-equilibrium geometry, computed with ωB97M-V/def2-TZVPD.

Calculated values
lowest unoccupied orbital energy = 0.22 eV
SMILES string = COC[C@H](C)N.COC[C@H](C)N.COC[C@H](C)N.COC[C@H](C)N.COC[C@H](C)N.COCCNCCOC.OCCO.OCCO.OCCO.OCCO
Kohn-Sham gap = 8.836 eV
energy relative to the best compared isomer or geometry (same formula, charge and spin) = 232.1 kJ/mol
maximum force = 3.1 eV Å⁻¹
energy = -76426.0152 eV

Each line ends with the Mulliken charge.
Cartesian coordinates (Å):
C -2.600 -6.106 8.592  -0.15
O -2.574 -6.986 9.705  -0.47
C -2.750 -6.276 10.895  -0.09
C -2.342 -7.163 12.118  0.28
C -3.382 -8.266 12.309  -1.39
N -2.229 -6.463 13.358  -0.71
H -3.573 -5.624 8.492  0.15
H -2.364 -6.795 7.781  0.28
H -1.866 -5.324 8.789  -0.04
H -2.015 -5.471 10.864  0.01
H -3.756 -5.864 10.978  0.01
H -1.415 -7.711 11.947  0.41
H -4.346 -7.923 12.683  0.19
H -2.972 -8.910 13.086  0.48
H -3.394 -8.904 11.425  0.36
H -2.023 -7.165 14.055  0.32
H -3.169 -6.120 13.491  0.27
C -0.062 0.115 7.199  -0.17
O 0.076 0.974 6.053  -0.28
C 1.320 0.764 5.376  -0.82
C 1.516 1.798 4.253  0.44
C 2.894 1.810 3.548  -1.67
N 1.326 3.116 4.764  -0.65
H -0.894 0.431 7.829  -0.23
H 0.844 0.105 7.806  0.48
H -0.117 -0.934 6.911  0.14
H 2.077 0.959 6.136  0.41
H 1.563 -0.242 5.034  0.27
H 0.785 1.610 3.467  0.23
H 3.129 0.824 3.147  0.39
H 3.694 2.163 4.198  0.47
H 2.817 2.367 2.614  0.39
H 2.156 3.632 4.513  0.28
H 1.542 3.016 5.746  0.27
C -8.878 -1.664 10.170  -0.93
O -7.683 -1.003 10.516  -0.02
C -7.907 0.328 10.994  -1.36
C -6.691 1.056 11.427  1.77
C -6.136 0.378 12.689  -0.84
N -6.970 2.447 11.671  -0.77
H -9.610 -1.651 10.977  0.34
H -8.566 -2.665 9.874  0.18
H -9.326 -1.134 9.329  0.36
H -8.315 0.913 10.170  0.42
H -8.613 0.336 11.824  0.41
H -5.979 0.901 10.616  -0.55
H -6.272 -0.700 12.601  -0.19
H -6.705 0.692 13.564  0.45
H -5.063 0.565 12.702  0.17
H -6.141 2.994 11.851  0.29
H -7.183 2.859 10.774  0.30
C -3.034 -1.586 14.411  -0.48
O -2.788 -1.291 15.747  -0.43
C -3.689 -0.256 16.147  -0.37
C -3.031 0.539 17.365  0.51
C -2.748 -0.223 18.650  -1.50
N -3.591 1.817 17.714  -0.74
H -4.055 -1.961 14.328  0.35
H -2.313 -2.375 14.197  0.32
H -3.008 -0.844 13.614  0.11
H -3.943 0.460 15.365  0.16
H -4.650 -0.654 16.472  0.30
H -2.023 0.771 17.022  0.20
H -3.699 -0.520 19.092  0.35
H -2.097 0.361 19.300  0.39
H -2.270 -1.190 18.496  0.32
H -2.972 2.280 18.364  0.27
H -3.625 2.439 16.919  0.25
C -6.736 -4.054 12.867  -0.50
O -7.604 -5.170 12.761  -0.42
C -7.006 -6.454 12.408  -0.23
C -8.179 -7.441 12.063  0.34
C -9.030 -7.737 13.285  -1.42
N -7.705 -8.664 11.425  -0.74
H -7.340 -3.170 13.071  0.24
H -6.100 -3.946 11.989  0.13
H -6.127 -4.220 13.755  0.37
H -6.304 -6.421 11.574  0.14
H -6.444 -6.830 13.263  0.23
H -8.814 -7.015 11.287  0.29
H -9.820 -8.424 12.982  0.39
H -9.565 -6.881 13.695  0.32
H -8.449 -8.178 14.095  0.31
H -7.021 -9.118 12.012  0.24
H -7.170 -8.517 10.581  0.27
C 1.463 -3.947 8.618  -0.51
O 1.405 -4.676 7.427  -0.48
C 0.377 -4.216 6.518  0.61
C 0.349 -5.016 5.203  -1.05
N -0.409 -6.279 5.315  -0.18
C -0.325 -6.994 4.069  -0.98
C 1.000 -7.837 3.835  -0.42
O 1.960 -6.912 3.338  -0.31
C 3.246 -7.479 3.201  -0.83
H 2.275 -4.246 9.282  0.38
H 0.511 -4.173 9.099  0.07
H 1.665 -2.881 8.519  0.29
H 0.756 -3.247 6.194  0.02
H -0.537 -4.018 7.079  -0.19
H 1.360 -5.340 4.956  0.37
H 0.106 -4.315 4.404  0.45
H -0.047 -6.754 6.130  0.27
H -0.553 -6.406 3.180  0.35
H -1.115 -7.743 4.129  0.40
H 0.903 -8.575 3.038  0.43
H 1.420 -8.214 4.767  0.33
H 3.680 -7.568 4.197  0.34
H 3.900 -6.723 2.768  0.27
H 3.376 -8.369 2.586  0.31
O 1.076 1.348 11.865  -0.64
C 0.612 0.095 11.426  0.53
C 1.842 -0.849 11.270  -0.58
O 2.600 -0.365 10.205  -0.52
H 0.286 1.842 12.096  0.34
H -0.030 -0.263 12.231  0.08
H -0.044 0.072 10.556  -0.04
H 1.603 -1.881 11.013  0.14
H 2.534 -0.791 12.110  0.40
H 3.085 0.406 10.510  0.31
O -2.067 2.576 10.276  -0.46
C -3.035 1.676 9.847  1.14
C -3.822 2.113 8.534  -0.63
O -2.896 2.578 7.495  -0.43
H -1.935 3.251 9.606  0.34
H -2.591 0.712 9.597  -0.72
H -3.763 1.482 10.635  -0.16
H -4.489 2.920 8.838  0.40
H -4.339 1.194 8.260  0.16
H -2.564 3.396 7.873  0.32
O -1.972 -1.778 9.328  0.93
C -2.505 -2.252 10.531  0.15
C -4.031 -2.222 10.562  0.80
O -4.553 -3.294 9.759  -0.64
H -2.357 -2.347 8.657  -0.54
H -2.168 -3.260 10.772  -0.37
H -2.195 -1.528 11.285  -0.04
H -4.269 -1.291 10.049  -0.47
H -4.383 -2.353 11.586  0.27
H -4.087 -3.211 8.924  0.05
O -3.803 -1.362 4.351  -0.52
C -3.578 -0.833 5.638  -0.90
C -3.965 -1.776 6.828  0.53
O -3.118 -2.879 6.996  -0.40
H -4.696 -1.066 4.160  0.37
H -2.522 -0.582 5.744  0.08
H -4.129 0.103 5.729  0.58
H -4.960 -2.168 6.616  0.51
H -4.020 -1.152 7.720  -0.34
H -3.090 -3.526 6.288  0.17

---

9 unconnected molecules or ions with the total composition C34H94N8O9 in a non-equilibrium geometry, computed with ωB97M-V/def2-TZVPD.

Calculated values
lowest unoccupied orbital energy (spin up / spin down) = 2.12 / 2.09 eV
Kohn-Sham gap (spin up / spin down) = 1.495 / 8.485 eV
energy relative to the best compared isomer or geometry (same formula, charge and spin) = 197.5 kJ/mol
spin multiplicity = 2
maximum force = 4.7 eV Å⁻¹
energy = -67121.6106 eV
charge = -1

Each line ends with the Mulliken charge.
Cartesian coordinates (Å):
C -0.532 6.911 3.826  -1.53
C -0.952 5.415 3.842  0.31
C 0.053 4.567 2.957  0.47
O -0.268 4.873 1.545  -0.39
C 0.459 3.968 0.674  -0.51
N -0.825 4.902 5.183  -0.64
H -0.838 7.283 2.848  0.30
H 0.527 7.094 4.009  0.34
H -1.055 7.545 4.541  0.44
H -1.984 5.270 3.523  0.23
H 0.002 3.505 3.194  -0.44
H 1.054 4.951 3.150  0.30
H 1.528 4.181 0.675  0.40
H 0.222 4.097 -0.382  0.26
H 0.299 2.951 1.031  -0.05
H 0.079 5.083 5.597  0.24
H -1.174 3.964 5.317  0.29
C -3.212 2.687 0.193  -1.01
C -4.000 1.647 1.035  0.00
C -3.213 0.294 1.211  0.15
O -3.258 -0.286 -0.046  1.61
C -4.161 -1.412 -0.299  -3.34
N -4.256 2.154 2.270  -0.20
H -2.172 2.622 0.514  0.24
H -3.547 3.716 0.323  0.66
H -3.265 2.343 -0.840  -0.07
H -5.003 1.365 0.716  0.08
H -3.723 -0.293 1.974  0.75
H -2.155 0.470 1.405  -0.89
H -3.918 -2.325 0.244  0.50
H -4.415 -1.514 -1.354  -0.14
H -5.150 -1.165 0.088  0.67
H -5.091 1.716 2.631  0.28
H -4.492 3.115 2.070  0.22
C -0.220 1.040 3.895  -1.14
C -1.602 0.962 4.434  2.50
C -1.750 0.517 5.884  -1.07
O -3.086 0.504 6.314  -0.31
C -3.223 -0.138 7.573  -0.98
N -2.151 2.351 4.529  -0.40
H -0.133 1.388 2.866  -0.56
H 0.170 0.025 3.815  0.10
H 0.459 1.606 4.533  0.44
H -2.119 0.353 3.693  -0.82
H -1.194 1.014 6.679  0.49
H -1.323 -0.483 5.819  0.27
H -4.226 -0.516 7.772  0.26
H -3.096 0.691 8.268  0.34
H -2.567 -0.999 7.702  0.33
H -2.670 2.341 5.395  0.47
H -2.891 2.457 3.849  0.07
C -3.331 2.466 -4.147  -1.71
C -2.154 1.573 -4.382  1.48
C -2.160 0.774 -5.733  -0.44
O -3.332 -0.049 -5.906  -0.33
C -3.306 -1.141 -5.063  -0.80
N -1.017 2.476 -4.206  -0.80
H -3.179 3.084 -3.262  0.52
H -4.234 1.883 -3.965  0.26
H -3.459 3.180 -4.961  0.35
H -2.118 0.754 -3.664  -0.34
H -1.328 0.071 -5.761  -0.11
H -2.102 1.461 -6.577  0.49
H -4.121 -1.764 -5.431  0.39
H -3.671 -0.914 -4.061  0.20
H -2.390 -1.727 -5.125  0.13
H -0.707 2.343 -3.254  0.29
H -0.315 2.079 -4.814  0.33
C 3.237 -4.080 4.303  -1.49
C 3.122 -2.566 4.289  0.47
C 3.145 -2.008 2.891  -0.51
O 4.448 -2.028 2.375  -0.45
C 4.709 -0.992 1.431  -0.47
N 1.982 -2.226 5.154  -0.59
H 2.552 -4.650 3.675  0.24
H 3.259 -4.501 5.308  0.36
H 4.177 -4.351 3.820  0.41
H 4.007 -2.072 4.688  0.31
H 2.948 -0.936 2.929  0.34
H 2.397 -2.281 2.147  0.24
H 3.910 -0.950 0.691  0.02
H 5.675 -1.225 0.984  0.36
H 4.862 -0.057 1.970  0.35
H 1.999 -2.720 6.035  0.34
H 1.218 -2.781 4.795  -0.12
C 0.238 -0.234 -9.106  -1.14
C 0.285 -1.783 -8.885  0.30
C 0.015 -2.143 -7.440  -0.66
O 1.018 -1.565 -6.634  -0.21
C 0.900 -1.851 -5.238  -0.46
N -0.737 -2.368 -9.780  -0.73
H 1.106 0.287 -8.703  0.30
H -0.638 0.173 -8.600  0.17
H 0.323 -0.028 -10.173  0.39
H 1.250 -2.225 -9.131  0.28
H 0.047 -3.224 -7.303  0.44
H -0.945 -1.790 -7.065  0.31
H 1.667 -1.275 -4.720  -0.01
H 0.930 -2.927 -5.070  0.40
H -0.031 -1.426 -4.864  0.01
H -1.007 -3.274 -9.425  0.25
H -0.310 -2.628 -10.658  0.27
C 3.480 1.406 -2.892  -1.68
C 4.445 0.679 -2.058  1.37
C 5.622 0.189 -2.893  -1.06
O 6.602 -0.453 -2.104  -0.18
C 7.712 -0.866 -2.899  -0.92
N 4.929 1.526 -0.930  -0.68
H 2.992 0.878 -3.711  0.24
H 3.875 2.328 -3.319  0.44
H 2.592 1.786 -2.385  0.34
H 4.025 -0.197 -1.564  -0.15
H 6.135 1.007 -3.399  0.39
H 5.216 -0.526 -3.608  0.34
H 8.243 -0.074 -3.426  0.32
H 7.444 -1.547 -3.707  0.35
H 8.420 -1.478 -2.340  0.28
H 5.463 2.333 -1.220  0.29
H 5.665 0.929 -0.581  0.31
C -1.751 -3.099 4.776  -1.07
C -1.483 -4.042 3.548  -0.41
C -0.404 -3.650 2.468  1.92
O -0.672 -4.290 1.304  -0.12
C 0.391 -4.464 0.488  -1.24
N -1.255 -5.341 4.109  -0.52
H -2.323 -2.241 4.423  0.22
H -0.813 -2.796 5.242  -0.04
H -2.373 -3.448 5.600  0.48
H -2.418 -4.110 2.992  0.11
H 0.549 -3.898 2.937  -0.79
H -0.444 -2.560 2.476  0.10
H -0.052 -5.128 -0.253  0.51
H 1.155 -5.111 0.918  0.31
H 0.859 -3.556 0.107  0.01
H -0.885 -6.085 3.535  0.22
H -2.105 -5.678 4.540  0.30
C 1.128 -0.413 -1.123  -0.56
C -0.131 -0.087 -0.468  0.06
O -0.867 0.795 -1.267  0.02
H 1.629 -1.209 -0.573  0.15
H 1.801 0.428 -0.957  0.09
H 1.126 -0.638 -2.190  0.00
H 0.100 0.404 0.477  -0.27
H -0.637 -1.008 -0.177  0.68
H -1.765 0.654 -0.960  -0.26